Entry 1:
The following is a DFT calculation (ωB97M-V/def2-TZVPD) of a structure of composition C30H27CeN3O6S.

Each line ends with the Löwdin charge.
Element x y z (Å)
Ce  0.470  -0.639  -0.690  1.407
O  0.962  0.780  -2.713  -0.124
C  2.327  0.976  -3.177  -0.127
C  2.976  -0.382  -3.227  -0.114
N  3.031  -1.025  -1.901  -0.150
C  2.985  -2.505  -1.960  -0.018
C  1.575  -2.637  -1.462  -0.582
O  1.367  -2.634  -0.205  -0.011
O  0.629  -2.311  -2.236  -0.009
C  4.024  -0.442  -0.991  -0.032
C  3.439  0.648  -0.106  -0.520
O  4.073  1.578  0.294  0.157
O  2.133  0.439  0.169  -0.176
H  0.507  1.632  -2.701  0.113
H  2.840  1.663  -2.502  0.137
H  2.311  1.398  -4.181  0.147
H  3.983  -0.277  -3.643  0.152
H  2.398  -1.020  -3.893  0.143
H  3.693  -2.962  -1.277  0.146
H  3.116  -2.901  -2.964  0.149
H  4.870  -0.021  -1.538  0.151
H  4.408  -1.216  -0.326  0.152
C  -0.404  -2.655  3.339  0.006
C  -0.306  -1.549  2.494  -0.071
N  -0.839  -1.512  1.282  0.016
C  -1.526  -2.600  0.842  -0.145
C  -1.686  -3.749  1.617  -0.112
C  -1.097  -3.755  2.896  0.049
C  -2.418  -4.870  1.093  0.016
C  -2.929  -4.836  -0.154  0.017
C  -2.751  -3.679  -0.987  -0.110
C  -3.234  -3.606  -2.308  0.048
C  -3.024  -2.473  -3.054  0.008
C  -2.321  -1.415  -2.473  -0.071
N  -1.854  -1.454  -1.237  0.021
C  -2.067  -2.567  -0.494  -0.142
H  0.058  -2.629  4.315  0.127
H  0.225  -0.659  2.817  0.136
H  -1.194  -4.633  3.522  0.138
H  -2.549  -5.742  1.721  0.132
H  -3.480  -5.680  -0.549  0.132
H  -3.766  -4.451  -2.727  0.137
H  -3.384  -2.388  -4.069  0.126
H  -2.134  -0.505  -3.034  0.138
O  -0.824  1.204  -0.525  -0.626
S  -0.987  2.735  -0.223  1.169
C  0.501  3.375  0.450  -0.409
C  1.218  4.218  -0.391  -0.076
C  2.398  4.785  0.075  -0.044
C  2.834  4.499  1.360  -0.031
C  2.102  3.655  2.194  -0.036
C  0.925  3.090  1.747  -0.056
C  -2.081  2.755  1.172  -0.389
C  -2.647  1.573  1.618  -0.065
C  -3.517  1.631  2.701  -0.049
C  -3.807  2.849  3.297  -0.044
C  -3.240  4.025  2.815  -0.041
C  -2.369  3.990  1.741  -0.064
H  0.849  4.453  -1.383  0.113
H  2.962  5.456  -0.557  0.121
H  3.750  4.944  1.724  0.125
H  2.453  3.447  3.195  0.123
H  0.335  2.457  2.397  0.124
H  -2.427  0.637  1.125  0.088
H  -3.977  0.724  3.070  0.115
H  -4.488  2.887  4.137  0.119
H  -3.480  4.973  3.277  0.121
H  -1.922  4.902  1.364  0.126

Calculated values
HOMO-LUMO gap   6.99 eV
HOMO level   -14.36 eV
Total charge   +2
ΔE to the lowest compared entry with this formula, charge and spin   0.0 kcal/mol
DFT total energy   -2648.07366 Ha

Entry 2:
The following is a DFT calculation (ωB97M-V/def2-TZVPD) of a structure of composition C22H35AsInN8O3S2.

Each line ends with the Löwdin charge.
Element x y z (Å)
In  -0.668  0.110  0.093  0.689
N  -1.571  1.962  1.375  -0.008
C  -2.584  2.790  0.708  -0.208
C  -3.484  1.935  -0.178  -0.198
N  -2.727  1.064  -1.079  -0.124
C  -2.317  1.629  -2.360  -0.181
C  -1.002  2.393  -2.230  -0.195
N  -0.005  1.576  -1.531  -0.004
H  -0.783  2.530  1.667  0.067
H  -1.955  1.503  2.194  0.087
H  -3.210  3.330  1.422  0.125
H  -2.058  3.542  0.122  0.103
H  -4.086  1.286  0.457  0.102
H  -4.168  2.589  -0.732  0.127
H  -3.247  0.207  -1.217  0.095
H  -2.177  0.798  -3.055  0.126
H  -3.080  2.289  -2.787  0.126
H  -0.654  2.685  -3.223  0.125
H  -1.148  3.311  -1.663  0.105
H  0.525  0.948  -2.131  0.068
H  0.657  2.151  -1.007  0.059
N  0.742  -0.677  7.835  0.115
C  0.941  -0.734  6.477  -0.310
C  -0.134  -0.984  5.612  -0.018
C  0.058  -1.006  4.247  -0.052
C  1.328  -0.770  3.728  -0.301
C  2.406  -0.526  4.569  -0.060
C  2.213  -0.509  5.934  -0.018
S  1.542  -0.797  2.000  0.625
O  2.920  -1.095  1.706  -0.310
O  0.520  -1.667  1.436  -0.362
N  1.072  0.633  1.377  -0.144
C  1.796  1.777  1.558  -0.460
N  1.384  2.850  0.850  0.085
C  2.055  3.985  1.047  -0.120
C  3.118  4.088  1.920  -0.048
C  3.457  2.926  2.596  -0.100
N  2.813  1.780  2.429  0.142
H  -0.093  -1.097  8.203  0.098
H  1.549  -0.763  8.429  0.098
H  -1.117  -1.179  6.023  0.115
H  -0.763  -1.240  3.580  0.086
H  3.385  -0.354  4.144  0.110
H  3.050  -0.324  6.596  0.115
H  1.720  4.842  0.472  0.114
H  3.649  5.016  2.068  0.104
H  4.279  2.911  3.303  0.119
S  -2.646  -1.216  1.197  0.693
C  -2.332  -2.179  -0.209  -0.736
C  -3.006  -3.364  -0.531  -0.074
C  -2.659  -4.037  -1.681  -0.047
C  -1.645  -3.543  -2.505  -0.052
C  -1.016  -2.379  -2.132  -0.115
N  -1.364  -1.711  -1.024  -0.049
H  -3.776  -3.733  0.130  0.110
H  -3.169  -4.956  -1.940  0.116
H  -1.349  -4.059  -3.406  0.107
H  -0.200  -1.947  -2.693  0.101
C  4.112  0.374  -0.812  -0.184
As  2.986  -0.972  -1.590  1.005
C  3.347  -0.899  -3.479  -0.201
C  3.537  -2.706  -0.998  -0.178
O  1.364  -0.698  -1.351  -0.554
H  5.140  0.195  -1.128  0.049
H  4.033  0.315  0.271  0.012
H  3.792  1.355  -1.164  0.044
H  4.402  -1.092  -3.669  0.044
H  3.086  0.089  -3.856  0.039
H  2.743  -1.650  -3.986  0.040
H  4.592  -2.859  -1.221  0.050
H  2.936  -3.449  -1.520  0.048
H  3.360  -2.761  0.072  0.025

Calculated values
HOMO-LUMO gap   8.33 eV
HOMO level   -10.22 eV
Total charge   +1
ΔE to the lowest compared entry with this formula, charge and spin   1.8 kcal/mol
DFT total energy   -4745.30302 Ha

Entry 3:
The following is a DFT calculation (ωB97M-V/def2-TZVPD) of a structure of composition C23H15Cl5F6N3OS3Sr.

Each line ends with the Löwdin charge.
Element x y z (Å)
Sr  0.468  -0.276  0.274  1.214
C  -0.774  -3.456  2.679  -0.072
C  -1.327  -2.150  3.135  -0.642
N  -0.913  -0.987  2.729  0.049
C  -1.594  0.040  3.350  -0.321
C  -2.552  -0.356  4.227  -0.350
S  -2.602  -2.064  4.295  1.056
C  -1.199  1.422  3.045  -0.327
C  -1.682  2.567  3.595  -0.348
S  -0.843  3.911  2.943  1.054
C  0.105  2.854  1.965  -0.637
N  -0.199  1.604  2.125  0.017
C  1.161  3.322  1.025  -0.067
H  0.059  -3.277  2.001  0.071
H  -1.530  -4.031  2.143  0.077
H  -0.426  -4.046  3.528  0.082
H  -3.207  0.257  4.823  0.071
H  -2.453  2.685  4.337  0.069
H  1.277  4.404  1.049  0.077
H  0.896  3.011  0.012  0.062
H  2.104  2.837  1.287  0.057
S  3.203  0.124  1.543  0.416
C  3.601  0.482  -0.107  -0.853
C  4.931  0.699  -0.529  -0.124
C  5.190  0.998  -1.845  -0.097
C  4.137  1.085  -2.758  -0.093
C  2.865  0.854  -2.283  -0.154
N  2.598  0.563  -1.007  -0.089
H  5.724  0.624  0.201  0.088
H  6.210  1.165  -2.171  0.097
H  4.302  1.319  -3.801  0.090
H  2.003  0.907  -2.941  0.102
Cl  -2.443  -2.266  -0.218  0.660
C  -1.133  -3.352  -0.690  -0.721
C  0.156  -2.861  -0.609  -0.271
C  1.138  -3.757  -0.992  -0.722
Cl  2.807  -3.216  -0.921  0.631
C  0.884  -5.059  -1.419  -0.715
Cl  2.162  -6.129  -1.883  0.636
C  -0.438  -5.503  -1.466  -0.714
Cl  -0.797  -7.113  -1.980  0.639
C  -1.467  -4.640  -1.096  -0.719
Cl  -3.109  -5.188  -1.136  0.638
C  -2.198  3.159  -0.749  0.015
C  -1.677  2.006  -1.627  -0.518
O  -0.886  1.151  -0.965  -0.358
C  -0.888  2.629  -2.809  -0.549
F  0.205  3.268  -2.343  0.127
F  -0.452  1.716  -3.690  0.147
F  -1.586  3.548  -3.514  0.129
C  -2.910  1.244  -2.181  -0.559
F  -3.660  0.788  -1.157  0.121
F  -2.580  0.186  -2.927  0.150
F  -3.732  2.016  -2.935  0.124
H  -1.350  3.763  -0.429  0.075
H  -2.664  2.719  0.131  0.090
H  -2.916  3.799  -1.263  0.090

Calculated values
HOMO-LUMO gap   6.65 eV
HOMO level   -4.66 eV
Total charge   -1
ΔE to the lowest compared entry with this formula, charge and spin   0.3 kcal/mol
DFT total energy   -5250.68717 Ha

Entry 4:
The following is a DFT calculation (ωB97M-V/def2-TZVPD) of a cluster of 2 separate species, C15H21N4O in total.

Each line ends with the Löwdin charge.
Element x y z (Å)
C  0.343  0.747  -3.444  0.021
N  -0.496  -0.434  -3.402  -0.032
C  -0.997  -0.979  -4.575  0.013
C  -1.924  -1.898  -4.228  0.021
N  -1.974  -1.930  -2.841  -0.026
C  -2.942  -2.725  -2.116  0.020
C  -1.071  -1.052  -2.333  -0.076
C  -1.012  -0.668  -0.922  -0.281
C  0.155  0.059  -0.429  -0.057
C  0.021  0.863  0.657  -0.011
C  1.060  1.780  1.088  -0.222
C  0.690  2.996  1.703  -0.019
C  1.640  3.983  1.940  -0.060
C  2.987  3.750  1.613  -0.055
C  3.373  2.523  1.056  -0.064
C  2.421  1.535  0.798  -0.027
O  -1.958  -0.957  -0.150  0.068
H  0.815  0.952  -2.485  0.075
H  1.121  0.593  -4.202  0.115
H  -0.254  1.625  -3.735  0.122
H  -0.671  -0.640  -5.545  0.145
H  -2.573  -2.506  -4.835  0.146
H  -2.704  -2.713  -1.052  0.091
H  -3.950  -2.312  -2.259  0.121
H  -2.928  -3.747  -2.512  0.112
H  1.098  -0.114  -0.950  0.111
H  -0.953  0.940  1.153  0.144
H  -0.366  3.143  1.941  0.122
H  1.329  4.933  2.378  0.114
H  3.731  4.523  1.803  0.113
H  4.420  2.335  0.813  0.112
H  2.705  0.575  0.357  0.114
C  -0.392  -1.956  4.848  -0.140
N  0.116  -1.088  3.801  -0.224
N  0.103  -1.747  2.555  -0.029
H  -0.375  -1.369  5.766  0.077
H  -1.422  -2.228  4.604  0.073
H  0.202  -2.870  4.988  0.075
H  1.069  -0.786  3.973  0.103
H  -0.852  -2.036  2.348  0.069
H  0.416  -1.101  1.832  0.028

Calculated values
HOMO-LUMO gap   5.06 eV
HOMO level   -9.59 eV
Total charge   +1
ΔE to the lowest compared entry with this formula, charge and spin   69.9 kcal/mol
DFT total energy   -878.13755 Ha

Entry 5:
The following is a DFT calculation (ωB97M-V/def2-TZVPD) of the molecule C4H4N2OS.

Each line ends with the Löwdin charge.
Element x y z (Å)
N  -0.077  2.498  -0.234  0.211
C  0.439  1.432  0.043  -0.149
C  0.593  0.048  0.158  -0.496
O  0.158  -0.473  1.514  -0.069
C  1.995  -0.538  -0.087  -0.117
N  3.015  -0.762  -0.541  0.182
C  -0.479  -0.660  -0.756  -0.514
S  -2.151  -0.577  -0.143  0.723
H  0.432  0.230  2.123  0.101
H  -0.296  -1.773  -0.737  0.104
H  -0.607  -0.184  -1.729  0.075
H  -2.225  0.889  -0.212  -0.052

Calculated values
HOMO-LUMO gap   9.36 eV
HOMO level   -9.61 eV
ΔE to the lowest compared entry with this formula, charge and spin   65.8 kcal/mol
DFT total energy   -737.66456 Ha
SMILES string   N#CC(O)(C#N)CS

Entry 6:
The following is a DFT calculation (ωB97M-V/def2-TZVPD) of a structure of composition C28H32N5O4PTl.

Each line ends with the Löwdin charge.
Element x y z (Å)
Tl  -0.039  -1.233  -0.530  0.832
N  -2.656  -1.293  -1.331  -0.035
C  -2.794  -1.751  -2.696  -0.267
C  -2.104  -3.114  -2.845  -0.213
N  -0.701  -3.042  -2.497  -0.093
C  0.258  -3.184  -3.576  -0.216
C  0.923  -1.850  -3.922  -0.261
N  1.531  -1.309  -2.726  -0.024
H  -3.049  -0.370  -1.199  0.064
H  -3.058  -1.943  -0.664  0.054
H  -3.848  -1.844  -3.021  0.105
H  -2.298  -1.018  -3.335  0.097
H  -2.625  -3.818  -2.187  0.119
H  -2.237  -3.459  -3.882  0.109
H  -0.463  -3.662  -1.733  0.085
H  1.047  -3.874  -3.263  0.115
H  -0.219  -3.589  -4.483  0.111
H  1.647  -2.024  -4.737  0.110
H  0.168  -1.145  -4.276  0.088
H  2.033  -2.039  -2.223  0.035
H  2.160  -0.542  -2.921  0.085
C  2.990  3.222  2.511  -0.105
C  2.535  3.423  1.218  -0.091
C  1.314  2.906  0.817  -0.081
C  0.530  2.182  1.712  -0.377
C  0.996  1.988  3.015  -0.123
C  2.212  2.513  3.414  -0.098
P  -0.953  1.246  1.178  1.069
C  -2.309  2.100  2.068  -0.370
C  -2.161  3.090  3.035  -0.090
C  -3.270  3.597  3.690  -0.096
C  -4.537  3.129  3.389  -0.104
C  -4.697  2.140  2.429  -0.090
C  -3.591  1.622  1.788  -0.104
C  -1.182  1.839  -0.534  -0.478
C  -1.887  3.001  -0.829  -0.108
C  -2.073  3.359  -2.150  -0.110
C  -1.517  2.582  -3.156  -0.110
C  -0.785  1.450  -2.837  -0.150
C  -0.615  1.018  -1.520  -0.229
H  3.945  3.621  2.819  0.098
H  3.141  3.976  0.515  0.102
H  0.962  3.065  -0.192  0.102
H  0.399  1.413  3.714  0.113
H  2.566  2.359  4.423  0.103
H  -1.178  3.470  3.275  0.093
H  -3.142  4.360  4.447  0.097
H  -5.398  3.530  3.903  0.094
H  -5.685  1.767  2.198  0.100
H  -3.700  0.831  1.057  0.099
H  -2.293  3.616  -0.031  0.102
H  -2.654  4.240  -2.397  0.092
H  -1.675  2.858  -4.195  0.093
H  -0.348  0.882  -3.651  0.068
O  5.065  -4.289  1.996  0.087
C  5.028  -3.063  2.446  -0.541
O  5.727  -2.678  3.367  0.048
C  4.092  -2.114  1.787  -0.052
C  3.985  -0.785  2.155  -0.009
N  3.066  -0.225  1.353  0.031
N  2.561  -1.103  0.488  0.051
C  3.154  -2.263  0.727  -0.128
C  2.750  -3.491  -0.058  -0.574
O  3.404  -4.545  0.146  0.017
O  1.811  -3.382  -0.859  -0.080
H  4.374  -4.446  1.201  0.056
H  4.511  -0.252  2.920  0.126
H  2.721  0.722  1.362  0.112
C  -0.933  -2.612  1.019  -0.295
H  -0.558  -2.207  1.981  -0.135
H  -0.372  -3.557  0.894  -0.124

Calculated values
HOMO-LUMO gap   5.95 eV
HOMO level   -3.54 eV
Total charge   -1
ΔE to the lowest compared entry with this formula, charge and spin   52.1 kcal/mol
DFT total energy   -2174.73448 Ha